Entry 1:
ORCA calculation (ωB97M-V/def2-TZVPD) on a cluster of 5 separate species, C30H75N5O10 in total.

CARTESIAN COORDINATES (ANGSTROEM)
C: 21.5487 -6.3227 24.0947
O: 22.2327 -7.4223 23.7302
C: 21.6395 -8.1459 22.6201
C: 22.7613 -8.9898 22.1440
N: 22.5643 -9.7293 20.8499
C: 22.3676 -11.1526 20.8669
C: 21.4153 -11.7061 21.8989
O: 21.0451 -13.0084 21.6862
C: 20.1195 -13.3630 20.6717
H: 20.5282 -6.6250 24.3299
H: 21.4348 -5.6693 23.2297
H: 22.1104 -5.7522 24.8344
H: 21.2916 -7.4601 21.8476
H: 20.7966 -8.7429 22.9682
H: 23.1514 -9.5888 22.9669
H: 23.5009 -8.2420 21.8580
H: 23.3233 -9.4952 20.2261
H: 23.3397 -11.6362 20.9630
H: 21.9827 -11.4562 19.8934
H: 20.5093 -11.1144 22.0296
H: 21.8534 -11.5934 22.8906
H: 19.0836 -13.3675 21.0108
H: 20.3898 -14.3158 20.2167
H: 19.9219 -12.7004 19.8290
C: 21.8156 -11.0730 26.1489
O: 20.8933 -11.9518 26.7167
C: 20.1260 -12.6551 25.7412
C: 19.3010 -13.7307 26.5195
N: 18.7762 -14.8464 25.6591
C: 17.8103 -14.4027 24.7243
C: 17.5566 -15.6515 23.7851
O: 16.6917 -15.2137 22.6588
C: 16.3860 -16.2411 21.7684
H: 22.1000 -10.3187 26.8825
H: 21.5200 -10.6812 25.1756
H: 22.7039 -11.5673 25.7557
H: 20.8142 -13.1833 25.0812
H: 19.5449 -11.9652 25.1294
H: 18.5343 -13.3334 27.1848
H: 19.9416 -14.3271 27.1692
H: 18.5479 -15.6640 26.2064
H: 18.2829 -13.6670 24.0734
H: 16.9498 -14.0766 25.3084
H: 16.9739 -16.3698 24.3618
H: 18.4903 -16.0415 23.3799
H: 16.2115 -17.1897 22.2761
H: 17.2585 -16.3404 21.1226
H: 15.5210 -16.0830 21.1244
C: 31.1174 -9.1661 27.7172
O: 30.1504 -8.1492 28.1914
C: 29.5347 -7.3597 27.2132
C: 28.0579 -7.0080 27.5881
N: 26.9126 -7.9558 27.3298
C: 26.7636 -8.1484 25.9295
C: 25.6623 -9.1263 25.4729
O: 25.6110 -9.2241 23.9956
C: 26.1949 -10.4269 23.5126
H: 30.6829 -9.7835 26.9310
H: 31.3977 -9.7842 28.5701
H: 31.9999 -8.5563 27.5236
H: 29.6484 -7.6213 26.1612
H: 30.1173 -6.4399 27.1600
H: 27.9226 -6.1190 26.9719
H: 27.9996 -6.5638 28.5818
H: 26.9469 -8.8054 27.8749
H: 27.5880 -8.2705 25.2270
H: 26.3074 -7.2150 25.6000
H: 24.6687 -8.8265 25.8063
H: 26.0122 -10.0450 25.9437
H: 27.1982 -10.7001 23.8396
H: 26.2191 -10.1198 22.4670
H: 25.5511 -11.3048 23.5676
C: 23.7916 -21.5324 18.1121
O: 23.8695 -20.1412 17.8631
C: 22.7810 -19.2881 18.4545
C: 23.1388 -17.7674 18.1128
N: 22.0384 -16.8666 18.4611
C: 21.8373 -16.6719 19.8964
C: 22.8287 -15.5207 20.3289
O: 24.0407 -16.0920 20.7351
C: 24.9194 -15.0770 21.3023
H: 23.3486 -21.7865 19.0751
H: 24.8286 -21.8519 18.2153
H: 23.4948 -22.0815 17.2185
H: 22.8478 -19.3611 19.5400
H: 21.7943 -19.6448 18.1592
H: 22.9510 -17.7835 17.0393
H: 24.1765 -17.4694 18.2627
H: 21.2211 -16.8540 17.8679
H: 21.8735 -17.6764 20.3181
H: 20.7780 -16.4699 20.0555
H: 22.3210 -14.9528 21.1085
H: 22.9631 -14.8498 19.4805
H: 25.8325 -15.6607 21.4186
H: 24.4292 -14.6853 22.1936
H: 25.0245 -14.2339 20.6194
C: 23.4378 -7.6421 11.7488
O: 23.1633 -8.3803 12.8799
C: 21.8878 -8.1330 13.3063
C: 21.4605 -8.9682 14.4981
N: 22.5173 -8.8155 15.4692
C: 22.5854 -9.6990 16.5873
C: 22.9640 -11.1126 16.2720
O: 23.4291 -11.8973 17.3758
C: 23.8733 -13.1926 17.2664
H: 23.4404 -6.6048 12.0837
H: 22.6031 -7.6915 11.0496
H: 24.4161 -7.9373 11.3695
H: 21.1375 -8.3459 12.5449
H: 21.8844 -7.0718 13.5548
H: 21.1934 -9.9972 14.2575
H: 20.5886 -8.4105 14.8399
H: 23.2854 -8.6656 14.8308
H: 21.6306 -9.4866 17.0684
H: 23.3745 -9.2160 17.1636
H: 23.7712 -11.0659 15.5410
H: 22.1702 -11.5770 15.6869
H: 24.2493 -13.5787 18.2139
H: 24.3642 -13.3774 16.3109
H: 22.9406 -13.7478 17.1674

Values from the calculation:
total energy = -2213.742061 Eh
energy above the lowest of the compared OMol25 structures with the same formula, charge and spin = 124.0 kcal/mol
HOMO energy = -8.26 eV
SMILES string = COCCNCCOC.COCCNCCOC.COCCNCCOC.COCCNCCOC.COCCNCCOC

Entry 2:
ORCA calculation (ωB97M-V/def2-TZVPD) on a cluster of 8 separate species, C30H76Cl8N9O5P3 in total.

CARTESIAN COORDINATES (ANGSTROEM)
C: 4.0892 2.7903 5.0630
N: 3.6005 2.7381 6.4440
C: 2.8965 3.9280 6.9679
P: 3.5272 1.2431 7.3896
O: 3.4753 1.6101 8.8555
N: 2.1428 0.5319 6.7731
C: 0.7643 0.8453 7.3333
C: 2.0849 -0.2046 5.5386
N: 4.8136 0.2308 6.8153
C: 4.7423 -1.2462 7.2287
C: 6.2167 0.7791 6.7109
H: 5.1332 3.1019 5.0337
H: 3.5200 3.5388 4.5118
H: 3.8924 1.8213 4.6043
H: 3.4214 4.1897 7.8867
H: 1.9147 3.5192 7.2067
H: 2.8912 4.8156 6.3353
H: -0.0924 0.7370 6.6683
H: 0.4050 0.0881 8.0302
H: 0.8269 1.8324 7.7913
H: 2.9446 -0.7484 5.1472
H: 1.3115 -0.9527 5.7128
H: 1.6878 0.4471 4.7602
H: 3.7315 -1.6440 7.1391
H: 5.3457 -1.9235 6.6243
H: 5.0111 -1.2722 8.2847
H: 6.3777 0.7909 5.6329
H: 6.9202 0.0799 7.1629
H: 6.3004 1.7781 7.1387
C: 6.5706 -3.5315 1.2021
N: 6.0605 -4.8033 0.7054
C: 4.6038 -4.8902 0.7067
P: 6.9878 -6.1709 0.9811
O: 7.3354 -6.4465 2.3771
N: 6.0549 -7.4847 0.2982
C: 5.3696 -8.4444 1.2147
C: 5.7573 -7.6812 -1.1023
N: 8.2901 -6.0014 -0.1802
C: 9.3895 -6.8473 -0.0864
C: 8.0838 -5.2912 -1.4914
H: 6.1160 -3.2637 2.1559
H: 6.4044 -2.6145 0.6367
H: 7.6529 -3.4713 1.3173
H: 4.2057 -3.9409 0.3481
H: 4.2935 -4.9123 1.7514
H: 4.3094 -5.8196 0.2191
H: 4.2942 -8.3853 1.0472
H: 5.7918 -9.4291 1.0142
H: 5.5203 -8.0740 2.2287
H: 6.4495 -8.4452 -1.4562
H: 4.7565 -8.0915 -1.2366
H: 5.7085 -6.7296 -1.6316
H: 10.3111 -6.6287 -0.6257
H: 9.7259 -6.9341 0.9468
H: 9.2091 -7.8626 -0.4394
H: 7.1171 -4.7902 -1.4402
H: 8.0694 -5.9759 -2.3393
H: 8.7498 -4.4326 -1.5778
C: -1.4714 5.4098 -9.3203
N: -0.5865 4.5068 -8.4775
C: 0.8450 4.5761 -8.8121
P: -1.2054 3.2664 -7.5591
O: -1.2494 1.9478 -8.2360
N: -0.2091 3.1739 -6.1864
C: 0.1308 4.4151 -5.4554
C: 0.5703 2.0562 -5.8391
N: -2.7440 3.8848 -6.8869
C: -3.0455 5.3181 -6.4791
C: -3.5599 2.9729 -6.0956
H: -1.7722 6.2640 -8.7138
H: -2.3483 4.8265 -9.6009
H: -0.9934 5.7099 -10.2528
H: 1.1180 4.2345 -9.8105
H: 1.3371 3.8784 -8.1345
H: 1.1731 5.6141 -8.7564
H: -0.8014 4.8163 -5.0577
H: 0.9450 4.3388 -4.7347
H: 0.4465 5.2771 -6.0431
H: 0.8749 2.0350 -4.7927
H: 0.0512 1.1401 -6.1208
H: 1.4422 1.9488 -6.4844
H: -4.0160 5.6774 -6.8216
H: -2.8555 5.3247 -5.4058
H: -2.2346 5.9778 -6.7878
H: -4.0413 2.1298 -6.5911
H: -4.4581 3.5202 -5.8097
H: -3.0311 2.6856 -5.1868
O: -11.9126 -4.4722 -0.8280
C: -10.8915 -3.7280 -0.6564
C: -9.6578 -3.7232 0.2673
C: -9.1111 -2.2675 0.0828
C: -10.0814 -1.5896 -0.9486
O: -10.6681 -2.6473 -1.4921
H: -9.8795 -3.8966 1.3203
H: -8.8128 -4.3747 0.0443
H: -9.2599 -1.7556 1.0335
H: -8.0455 -2.4530 -0.0524
H: -10.8570 -0.9545 -0.5207
H: -9.5350 -0.9839 -1.6716
Cl: -8.1873 4.0173 -1.8448
C: -9.3903 4.2106 -3.1645
C: -10.6165 5.0480 -2.7041
Cl: -11.6272 3.9660 -1.8302
H: -9.6985 3.2210 -3.5018
H: -8.9714 4.7239 -4.0301
H: -11.1589 5.3055 -3.6138
H: -10.5104 5.9006 -2.0334
Cl: -0.6697 -0.0954 0.2614
C: -1.4638 1.3041 -0.5787
C: -2.8358 1.5898 -0.0371
Cl: -2.7434 2.0415 1.7616
H: -1.4594 0.8893 -1.5867
H: -0.7240 2.0935 -0.4462
H: -3.4022 0.6630 -0.1284
H: -3.2734 2.4182 -0.5943
Cl: -4.2774 8.7596 1.8209
C: -3.3342 7.4716 2.6848
C: -1.8180 7.5767 2.2224
Cl: -1.6972 6.7194 0.6155
H: -3.7321 6.4927 2.4172
H: -3.4662 7.5848 3.7608
H: -1.0590 7.0875 2.8330
H: -1.3989 8.5779 2.1221
Cl: -1.2304 -6.2321 3.1345
C: -2.4724 -5.8241 1.8434
C: -3.8674 -6.1777 2.2156
Cl: -4.6970 -5.0580 3.2310
H: -2.2114 -6.1912 0.8508
H: -2.4291 -4.7374 1.7696
H: -3.8040 -7.1134 2.7712
H: -4.4562 -6.3656 1.3178

Values from the calculation:
total energy = -6763.209124 Eh
energy above the lowest of the compared OMol25 structures with the same formula, charge and spin = 144.1 kcal/mol
HOMO energy = -7.81 eV
SMILES string = CN(C)P(=O)(N(C)C)N(C)C.CN(C)P(=O)(N(C)C)N(C)C.CN(C)P(=O)(N(C)C)N(C)C.O=C1CCCO1.ClCCCl.ClCCCl.ClCCCl.ClCCCl

HOMO-LUMO gap values, unit Ha, following the record order: 0.3288 0.2850.
LUMO level values, unit hartree, following the record order: 0.0254 -0.0019.
Largest force on an atom values, unit eV/Å, following the record order: 4.51 6.11.